83
Properties=species:S:1:pos:R:3 method="wB97M-V/def2-TZVPD" homo_energy_ev="-15.78 / -15.78" orbital_gap_ha="0.2314 / 0.2013" total_charge=+3 relative_energy_kcal_mol=21.5 spin_multiplicity=5
Ir 0.88953 0.92694 0.20155
O 3.12117 -1.19719 3.43478
C 2.50088 -0.46065 2.48827
O 1.62599 -0.90483 1.71926
C 2.91276 0.91265 2.39257
C 3.91583 1.33677 3.22561
C 4.25015 2.70360 3.13442
C 3.56506 3.57092 2.30346
C 2.55613 3.02998 1.45968
N 2.22568 1.70673 1.48186
C 1.82296 3.71916 0.43329
O 2.02555 5.04708 0.20555
O 1.03630 3.10120 -0.28708
H 2.79848 -2.14403 3.38051
H 4.39632 0.60538 3.89362
H 5.06200 3.06467 3.76156
H 3.88910 4.62833 2.18872
H 2.81090 5.38587 0.72612
O -0.65278 -0.49200 0.34936
As -2.16827 -0.44974 1.22780
C -3.53834 -0.75363 -0.02919
C -3.55867 -2.01439 -0.63929
C -4.47527 -2.28979 -1.67234
C -5.40413 -1.32990 -2.06306
C -5.37684 -0.06350 -1.44024
C -4.45349 0.22819 -0.46166
C -2.30689 -1.96809 2.36815
C -1.13171 -2.63493 2.69668
C -1.21538 -3.81589 3.45996
C -2.46473 -4.27905 3.90140
C -3.63353 -3.54335 3.62319
C -3.57826 -2.43113 2.76057
C -2.33267 1.18737 2.28674
C -1.21832 1.96127 2.48818
C -1.33192 3.14797 3.24155
C -2.53554 3.58028 3.71976
C -3.66105 2.75961 3.51665
C -3.56015 1.55864 2.87697
H -2.87111 -2.80499 -0.34378
H -4.48075 -3.29056 -2.15354
H -6.15340 -1.54776 -2.81333
H -6.10883 0.67890 -1.74905
H -4.44250 1.21718 0.03173
H -0.15755 -2.31735 2.32148
H -0.32168 -4.36325 3.72636
H -2.52791 -5.13013 4.54206
H -4.58849 -3.80577 4.07093
H -4.50944 -1.96785 2.40583
H -0.27445 1.67377 1.96911
H -0.43798 3.68183 3.41708
H -2.62435 4.50467 4.27233
H -4.64187 3.00831 3.91838
H -4.45853 0.93832 2.74531
N -1.98736 1.44774 -5.53231
C -1.44085 1.29621 -4.28331
C -0.07639 0.96163 -4.12793
C 0.52547 0.99724 -2.83408
N -0.12905 1.26496 -1.68520
C -1.45107 1.65730 -1.85377
C -2.14234 1.55374 -3.06026
H -1.49373 1.07387 -6.34419
H -3.02613 1.45425 -5.65527
H 0.51183 0.71060 -5.00356
H 1.62063 0.92176 -2.82083
H -1.93706 2.14354 -1.00280
H -3.23031 1.61468 -3.08779
O 2.81190 -0.10898 -0.68441
C 2.91678 -1.16477 -1.40183
O 2.10892 -2.02014 -1.76599
C 4.40890 -1.32745 -1.86848
N 4.50321 -2.83135 -2.17043
C 4.34107 -3.03869 -3.66092
C 3.98951 -1.65514 -4.17516
C 4.66537 -0.66406 -3.20935
H 5.09442 -1.06791 -1.06639
H 3.68430 -3.22711 -1.67131
H 5.33640 -3.30313 -1.83922
H 3.56835 -3.82703 -3.80680
H 5.29034 -3.41296 -4.03857
H 2.91783 -1.52826 -4.10550
H 4.27928 -1.57330 -5.23223
H 4.37745 0.40002 -3.34468
H 5.75434 -0.61310 -3.38322